1.
27
Properties=species:S:1:pos:R:3 method="wB97M-V/def2-TZVPD" smiles="O=c1[nH]ccc2c3nc[nH]c3c3ccc(F)cc3c12" orbital_gap_ev=8.08
O -2.209 0.792 -2.485
F 1.125 -2.331 -4.018
N 0.367 0.826 2.988
C -1.922 1.092 -1.360
C 1.358 0.071 3.405
C -1.710 1.988 1.299
C -2.693 2.508 0.461
C 1.944 -2.406 -1.762
C 1.111 -1.874 -2.751
C 0.174 0.521 1.640
C -0.772 1.007 0.771
C 0.179 -0.902 -2.340
C 1.971 -1.888 -0.478
C -0.842 0.529 -0.554
C 1.083 -0.427 1.194
C 0.119 -0.400 -1.037
C 1.080 -0.887 -0.100
N -2.749 2.085 -0.893
N 1.809 -0.721 2.348
H 1.808 0.068 4.425
H -1.664 2.318 2.347
H -3.426 3.236 0.818
H 2.702 -3.130 -2.037
H -0.527 -0.661 -3.097
H 2.704 -2.245 0.251
H -3.496 2.361 -1.505
H 2.475 -1.530 2.469


2.
76
Properties=species:S:1:pos:R:3 method="wB97M-V/def2-TZVPD" relative_energy_ev=0.555 total_charge=-2 orbital_gap_ev=6.62
Rb 0.884 -0.447 -0.214
O 3.460 1.120 -3.189
C 2.292 1.263 -2.614
O 1.354 0.495 -2.719
C 2.205 2.518 -1.751
O 2.086 2.102 -0.417
C 1.873 3.177 0.490
C 1.219 2.694 1.806
O 0.658 3.597 2.457
O 1.332 1.477 2.078
H 3.479 0.393 -3.922
H 1.305 3.069 -2.060
H 3.087 3.146 -1.913
H 1.218 3.924 0.032
H 2.832 3.656 0.729
Cl 0.643 -4.062 3.513
C -0.867 -4.199 2.649
C -1.736 -5.224 3.011
C -2.939 -5.381 2.381
Cl -4.003 -6.687 2.873
C -3.324 -4.499 1.346
C -4.551 -4.592 0.651
C -4.838 -3.693 -0.334
C -3.894 -2.692 -0.627
N -2.749 -2.572 -0.006
C -2.438 -3.453 0.973
C -1.133 -3.258 1.629
O -0.365 -2.323 1.297
H -1.447 -5.900 3.805
H -5.245 -5.380 0.913
H -5.768 -3.737 -0.886
H -4.103 -1.967 -1.407
C 2.334 -0.617 4.855
C 3.051 -0.842 3.569
C 4.345 -0.583 3.167
C 4.364 -0.867 1.785
N 3.175 -1.282 1.377
N 2.406 -1.279 2.480
C 5.485 -0.711 0.812
H 3.042 -0.409 5.656
H 1.736 -1.486 5.135
H 1.668 0.241 4.742
H 5.146 -0.200 3.779
H 1.425 -1.523 2.403
H 6.381 -1.241 1.143
H 5.747 0.341 0.682
H 5.188 -1.105 -0.159
C -1.932 5.282 -0.024
C -2.582 4.087 -0.720
As -1.610 2.436 -0.244
C -2.559 1.157 -1.422
C -4.032 1.447 -1.687
C -2.550 2.043 1.438
C -2.051 0.742 2.061
H -2.523 6.195 -0.141
H -0.937 5.471 -0.430
H -1.797 5.102 1.045
H -2.536 4.200 -1.806
H -3.636 3.994 -0.446
H -2.433 0.171 -0.964
H -1.999 1.137 -2.360
H -4.606 1.499 -0.759
H -4.489 0.674 -2.310
H -4.163 2.396 -2.209
H -3.626 2.011 1.241
H -2.352 2.887 2.102
H -2.193 -0.112 1.392
H -2.597 0.517 2.981
H -0.990 0.814 2.308
O 3.438 -0.609 -5.068
N 3.167 0.080 -6.091
C 3.128 -0.565 -7.250
C 3.395 -1.964 -7.375
N 3.606 -3.091 -7.477
C 2.832 0.198 -8.416
N 2.608 0.801 -9.373


3.
116
Properties=species:S:1:pos:R:3 method="wB97M-V/def2-TZVPD" relative_energy_ev=0.064 total_charge=+1 orbital_gap_ev=7.14
Zr 0.239 -0.321 -0.226
C 2.356 5.963 -0.247
C 3.052 5.285 -1.240
C 3.158 3.903 -1.201
C 2.564 3.190 -0.164
C 1.859 3.874 0.826
C 1.759 5.258 0.788
P 2.604 1.376 -0.066
C 4.073 1.005 0.946
C 4.685 -0.241 0.790
C 5.750 -0.602 1.600
C 6.213 0.274 2.574
C 5.614 1.516 2.728
C 4.548 1.882 1.917
C 2.901 0.640 -1.677
C 4.027 0.711 -2.496
C 4.024 -0.002 -3.681
C 2.914 -0.775 -4.024
C 1.813 -0.854 -3.184
C 1.782 -0.149 -1.973
H 2.274 7.041 -0.284
H 3.510 5.836 -2.051
H 3.683 3.379 -1.989
H 1.375 3.317 1.624
H 1.209 5.782 1.559
H 4.325 -0.926 0.030
H 6.221 -1.567 1.468
H 7.048 -0.007 3.203
H 5.982 2.208 3.474
H 4.093 2.858 2.036
H 4.894 1.293 -2.205
H 4.882 0.033 -4.341
H 2.921 -1.324 -4.959
H 0.967 -1.466 -3.483
C -5.097 5.152 11.615
O -3.725 4.891 11.358
C -3.398 4.344 10.170
C -2.036 4.115 9.958
C -1.605 3.562 8.774
C -2.514 3.218 7.770
C -3.866 3.454 7.988
C -4.314 4.011 9.174
C -2.083 2.634 6.503
N -2.787 2.606 5.394
C -1.995 1.970 4.479
C -0.790 1.605 5.035
N -0.858 2.038 6.336
C 0.220 0.904 4.315
C 1.435 0.442 4.846
C 2.283 -0.277 4.047
C 1.926 -0.515 2.718
N 0.810 -0.054 2.182
C -0.050 0.635 2.961
C -1.296 1.042 2.353
N -1.470 0.756 1.043
C -2.647 1.013 0.490
C -3.695 1.618 1.184
C -3.512 1.971 2.495
C -2.290 1.676 3.111
H -5.138 5.585 12.610
H -5.684 4.232 11.597
H -5.505 5.862 10.893
H -1.339 4.392 10.737
H -0.539 3.426 8.626
H -4.573 3.194 7.211
H -5.371 4.179 9.314
H -0.183 1.885 7.064
H 1.689 0.635 5.881
H 3.219 -0.666 4.422
H 2.565 -1.102 2.078
H -2.762 0.734 -0.548
H -4.627 1.809 0.672
H -4.286 2.461 3.071
I -0.356 2.507 -1.588
C -1.374 1.565 -3.158
C -1.746 2.351 -4.211
C -2.401 1.768 -5.311
C -2.638 0.426 -5.319
C -2.246 -0.393 -4.233
C -2.473 -1.791 -4.284
C -2.087 -2.581 -3.249
C -1.478 -2.002 -2.112
C -1.217 -0.654 -1.979
C -1.605 0.168 -3.092
H -1.533 3.411 -4.208
H -2.700 2.391 -6.144
H -3.129 -0.041 -6.164
H -2.958 -2.206 -5.159
H -2.250 -3.652 -3.278
H -1.232 -2.686 -1.314
N 0.489 -7.896 -2.411
C 0.505 -6.774 -1.639
C 0.822 -5.526 -2.197
C 0.823 -4.389 -1.419
C 0.493 -4.477 -0.068
C 0.194 -5.710 0.506
C 0.197 -6.845 -0.270
S 0.547 -3.053 0.940
O 1.013 -3.402 2.243
O 1.422 -2.093 0.163
N -0.777 -2.139 0.890
C -2.014 -2.707 1.113
N -3.076 -1.949 0.834
C -4.262 -2.504 1.044
C -4.420 -3.796 1.515
C -3.252 -4.490 1.771
N -2.051 -3.957 1.584
H 0.832 -7.866 -3.353
H 0.392 -8.799 -1.986
H 1.084 -5.458 -3.245
H 1.102 -3.440 -1.856
H -0.037 -5.762 1.561
H -0.033 -7.805 0.176
H -5.125 -1.883 0.822
H -5.394 -4.234 1.674
H -3.269 -5.507 2.147


4.
44
Properties=species:S:1:pos:R:3 method="wB97M-V/def2-TZVPD" total_charge=-1 orbital_gap_ev="5.00 / 6.97" spin_multiplicity=6
C 0.955 -1.092 -1.736
C -0.450 -1.044 -2.002
C -1.121 -1.788 -0.980
C -0.122 -2.305 -0.089
C 1.159 -1.873 -0.559
Dy -0.161 0.297 0.184
C -1.844 1.784 -0.998
C -0.581 1.989 -1.397
C 0.417 2.466 -2.130
N 1.792 1.039 0.120
H -2.193 -1.977 -0.913
H -0.925 -0.518 -2.829
H -0.317 -2.953 0.760
H 2.117 -2.123 -0.104
H 1.727 -0.627 -2.348
H -2.554 1.131 -1.533
H 2.708 1.225 0.543
H -2.328 2.403 -0.226
H 0.277 3.202 -2.929
H 1.452 2.149 -1.957
C -3.469 2.175 4.004
C -2.053 2.353 4.518
C -1.145 1.107 4.333
C 0.231 1.334 5.012
C 0.955 2.605 4.602
C -1.803 -0.114 5.012
O -2.132 -0.109 6.193
N -2.038 -1.234 4.245
C -1.693 -1.460 2.907
O -1.904 -2.528 2.362
N -1.118 -0.366 2.287
C -0.944 0.835 2.839
O -0.536 1.756 2.047
H -3.478 2.065 2.915
H -4.052 3.066 4.261
H -3.962 1.310 4.464
H -1.573 3.200 4.008
H -2.069 2.583 5.596
H 0.066 1.339 6.099
H 0.858 0.458 4.790
H 0.397 3.496 4.912
H 1.928 2.630 5.102
H 1.110 2.634 3.517
H -2.453 -2.034 4.703